C2H2ClFOS in the gas phase at a distorted geometry. Source: the OMol25 dataset; level of theory: ωB97M-V/def2-TZVPD.

Last column: natural (NBO) charge in e.
Positions of all 8 atoms, in Å:
C  -0.13295  -0.46525  0.38120  0.355
C  0.34669  0.94397  0.05333  0.108
H  -1.42235  -2.28777  -0.29574  0.152
H  -0.33903  1.72576  0.49797  0.209
O  0.02816  -0.75082  1.52841  -0.486
F  1.60369  1.08396  0.49046  -0.315
S  -0.55298  -1.51555  -0.97390  0.017
Cl  0.46877  1.26569  -1.68173  -0.041

Forces on atoms 1 to 3 (eV/Å):
1.040 0.243 0.280
-0.898 1.292 -0.942
0.381 -0.032 0.219

HOMO energy in eV: -10.39
E_LUMO in hartree: 0.004
Kohn-Sham gap in eV: 10.512
SMILES: O=C(S)[C@@H](F)Cl
M in g/mol: 128.56
DFT total energy in eV: -30228.37646
Net charge: 0
Energy above the lowest of the compared OMol25 structures with the same formula, charge and spin in kJ/mol: 21.5